[1]
130
Properties=species:S:1:pos:R:3:forces:R:3:lowdin_spin:R:1 method="wB97M-V/def2-TZVPD" gap_ha="0.3556 / 0.2222" max_force_ev_per_a=7.40 relative_energy_kcal_mol=0.0 multiplicity=2
Cu 1.37913 0.44279 2.16520 0.78 0.84 -0.87 0.847
N 0.81065 -0.94455 0.74096 -2.39 0.67 -1.59 0.023
S 1.29543 -2.32070 0.20407 4.51 -5.50 2.04 0.002
O 2.43647 -2.25665 -0.67166 -1.58 0.19 0.63 0.000
O 0.32070 -3.37017 0.03950 -0.10 1.74 -0.83 0.004
F 1.89333 -2.79747 1.64582 0.30 0.47 -0.65 0.000
S -0.32282 -0.67359 -0.49109 -1.12 5.64 -0.35 0.003
O -1.67039 -1.02933 -0.25818 0.14 -1.18 0.52 0.002
O 0.17017 -0.65688 -1.84108 0.27 -0.94 1.32 0.005
F -0.35473 0.89215 -0.09710 0.22 -0.86 -0.21 0.007
C 2.50259 2.19606 5.34153 0.03 0.55 -1.06 0.000
F 3.15803 1.04253 5.22031 -0.16 -0.15 0.33 0.000
F 1.21664 2.00800 5.58375 -0.20 -0.47 -0.07 0.000
F 2.99632 2.90122 6.33201 0.47 0.07 0.13 0.000
S 2.71946 3.13273 3.69899 2.22 0.02 0.19 0.001
O 2.66099 4.51956 4.09543 -0.99 -1.44 -0.38 0.003
O 3.93516 2.72936 3.04582 -0.58 -0.31 0.63 0.000
N 1.44662 2.41554 2.78624 1.45 -0.08 1.98 0.041
S 0.62295 3.62038 2.19372 -3.41 2.18 -2.92 0.004
O 1.42336 4.69695 1.67771 0.25 -0.39 1.12 0.011
O -0.34619 3.14669 1.24480 0.02 -0.99 0.81 0.006
C -0.55257 4.24342 3.59082 0.04 0.51 -0.52 0.002
F -1.21423 3.20494 4.09202 0.49 -0.49 0.33 0.000
F 0.09246 4.91185 4.53319 0.05 -0.37 0.38 0.000
F -1.47598 5.05559 3.10276 0.32 0.09 -0.66 0.001
O -4.43952 4.23900 -1.55441 0.36 -0.69 1.04 0.000
S -4.13881 3.50614 -0.34807 -0.49 -0.11 0.63 0.000
O -3.78944 4.16660 0.89002 0.08 -0.20 -1.06 0.000
O -5.47027 2.64306 -0.02280 1.06 0.14 -0.33 0.000
C -5.41360 1.85579 1.20323 -1.30 0.38 0.02 0.000
C -6.38969 2.52064 2.17417 0.21 -0.09 -0.16 0.000
C -2.95847 2.17890 -0.70819 -1.21 0.67 -0.38 0.000
H -4.41274 1.75846 1.61647 0.09 0.21 -0.11 0.000
H -5.77352 0.87492 0.89981 0.10 -0.13 0.14 0.000
H -7.36470 2.64111 1.70056 -0.01 -0.20 -0.08 0.000
H -6.05639 3.53006 2.41064 0.19 -0.09 0.16 0.000
H -6.51001 1.93007 3.08332 0.08 0.05 0.05 0.000
H -3.56148 1.46740 -1.27223 0.20 -0.02 -0.20 0.000
H -2.60508 1.70072 0.19564 0.26 0.35 0.07 0.000
H -2.21166 2.64676 -1.34376 0.34 -0.22 0.26 0.000
O 1.17898 3.13264 -1.26175 0.09 -0.65 0.08 0.000
S 2.47961 2.61286 -0.97889 0.01 1.17 -1.26 0.001
O 2.67765 1.61451 0.05600 -0.27 0.15 -0.40 0.009
O 3.10225 2.06623 -2.37192 0.00 0.32 1.16 0.001
C 3.40086 0.67836 -2.55364 -1.10 -1.44 0.33 0.000
C 4.50050 0.53724 -3.57453 -0.14 0.57 0.12 0.000
C 3.55221 4.02623 -0.71678 0.32 -1.01 1.50 0.000
H 2.45147 0.17232 -2.77706 0.16 0.20 -0.84 0.000
H 3.60396 0.12459 -1.62771 0.64 0.78 0.26 0.000
H 4.75494 -0.51225 -3.70708 0.08 0.02 -0.04 0.000
H 5.35842 1.11471 -3.22439 0.19 -0.28 0.06 0.000
H 4.23365 0.99079 -4.52969 -0.19 -0.21 -0.05 0.000
H 3.06571 4.99501 -0.70986 -0.38 -0.21 -0.66 0.000
H 4.43938 3.91984 -1.33025 -0.07 0.19 -0.09 0.000
H 3.80952 3.85831 0.33517 0.41 0.13 -0.08 0.000
O 5.67113 0.90825 1.36672 -1.09 -0.23 -0.26 0.000
S 4.83249 -0.15393 1.84326 2.64 -1.28 -0.09 0.001
O 3.48206 0.04968 2.28301 -0.61 -0.16 0.03 0.013
O 4.75980 -1.37244 0.77882 -0.02 1.14 0.82 0.000
C 5.79211 -1.35664 -0.23590 0.81 0.35 -0.52 0.000
C 5.58494 -2.52599 -1.15718 -1.35 -0.48 0.38 0.000
C 5.81673 -0.92105 3.17994 -1.63 0.55 -0.03 0.002
H 6.80320 -1.36732 0.18235 -0.19 -0.12 0.47 0.000
H 5.71948 -0.39810 -0.75121 -0.10 -0.13 -0.20 0.000
H 6.28898 -2.54537 -1.98327 -0.04 0.15 -0.05 0.000
H 4.53753 -2.50090 -1.47469 0.32 0.21 -0.61 0.000
H 5.59492 -3.49143 -0.64503 0.56 0.13 0.23 0.000
H 5.60736 -1.98447 3.20840 0.20 -0.10 -0.16 0.000
H 5.37948 -0.49307 4.08208 0.22 0.08 0.11 0.000
H 6.85267 -0.62380 3.07312 -0.01 -0.14 -0.23 0.000
O 1.48622 -0.92464 3.88603 -0.67 1.37 -0.42 0.009
S 1.95532 -1.89279 4.82159 0.34 -2.22 0.93 0.001
O 3.30388 -2.39301 4.68696 -1.20 0.49 0.23 0.000
O 1.70088 -1.31066 6.29048 -0.15 0.15 -1.17 0.000
C 2.36842 -1.93974 7.39901 1.65 0.03 0.80 0.000
C 3.78328 -1.34404 7.59379 -0.62 -1.45 -0.07 0.000
C 0.72187 -3.22177 4.79976 0.57 0.77 -0.08 0.001
H 2.41355 -3.02214 7.27947 -0.12 -0.01 -0.16 0.000
H 1.81386 -1.71773 8.30718 -0.55 0.08 -0.35 0.000
H 3.65786 -0.26660 7.59400 0.62 0.07 -0.03 0.000
H 4.47406 -1.78586 6.87592 -0.14 0.76 -0.56 0.000
H 4.21455 -1.74374 8.51465 -0.41 0.47 0.41 0.000
H -0.21395 -2.72573 5.04827 -0.02 -0.09 0.09 0.000
H 0.99494 -3.97375 5.53440 0.00 -0.01 -0.02 0.000
H 0.66232 -3.63122 3.79384 0.22 0.00 -0.01 0.000
O -7.84364 -3.39933 2.18412 0.66 0.37 0.25 0.000
S -7.31110 -2.11570 2.55280 -0.08 1.90 -0.28 0.000
O -6.96822 -1.75972 3.90682 -0.22 -0.65 -0.90 0.000
O -5.99832 -1.72718 1.65961 -0.99 -0.30 0.47 0.000
C -5.62296 -2.65108 0.59687 -0.29 -0.10 -0.10 0.000
C -4.81705 -1.90493 -0.44756 0.13 0.22 0.09 0.000
C -8.47001 -0.85754 1.91955 0.36 -0.32 0.73 0.000
H -6.53043 -3.06340 0.15474 0.07 -0.21 0.20 0.000
H -5.04984 -3.40041 1.14153 -0.02 -0.38 -0.62 0.000
H -3.77662 -1.88771 -0.13214 -0.05 0.53 -0.16 0.000
H -5.24497 -0.91215 -0.60660 0.27 0.17 0.41 0.000
H -4.84319 -2.30355 -1.46226 -0.15 -0.69 0.26 0.000
H -9.45916 -1.17767 2.24140 -0.04 -0.20 -0.36 0.000
H -8.34495 -0.75972 0.84549 -0.22 -0.23 -0.03 0.000
H -8.30374 0.10521 2.39941 0.44 -0.10 0.02 0.000
O 1.48929 -4.23017 -4.71429 -0.91 0.80 -0.34 0.000
S 0.56683 -3.35965 -5.42408 0.51 -0.93 0.96 0.000
O 0.58120 -3.39045 -6.85652 -0.70 0.08 0.74 0.000
O -0.97024 -3.70143 -4.90170 2.18 0.92 -1.26 0.000
C -1.21200 -3.78118 -3.49699 -1.36 -1.35 0.36 0.000
C -2.47583 -3.00957 -3.20179 0.21 -0.06 1.07 0.000
C 0.78847 -1.65422 -4.84841 -0.02 -1.64 -0.84 0.000
H -0.41133 -3.58620 -2.78120 0.41 0.43 -0.66 0.000
H -1.47456 -4.83680 -3.35226 0.29 0.05 0.22 0.000
H -3.31386 -3.41760 -3.76263 0.05 0.36 -0.34 0.000
H -2.34336 -1.92996 -3.28205 -0.19 -0.02 -0.33 0.000
H -2.71259 -3.20748 -2.14980 0.03 0.10 -0.02 0.000
H 1.12719 -1.70196 -3.81934 -0.43 0.22 0.13 0.000
H -0.18967 -1.24391 -5.08137 0.24 0.72 0.34 0.000
H 1.58857 -1.29584 -5.49295 -0.17 0.29 -0.05 0.000
O -1.04015 1.91898 -8.64349 0.21 -0.77 0.53 0.000
S -1.18721 0.67891 -7.91819 -1.01 -0.87 -0.21 0.000
O -0.42148 -0.50231 -8.27722 -0.59 1.64 0.56 0.000
O -1.10392 0.95110 -6.32119 1.18 0.37 -0.31 0.000
C -0.41331 2.15554 -5.90877 0.39 0.81 0.81 0.000
C 0.43497 1.95170 -4.66937 0.39 -1.47 0.09 0.000
C -2.91646 0.21632 -7.74986 1.00 -0.25 -0.36 0.000
H -1.13883 2.91103 -5.60224 -0.39 -0.12 -0.56 0.000
H 0.18593 2.54658 -6.72617 -0.11 0.00 -0.08 0.000
H 1.33098 1.35002 -4.85420 0.07 0.18 -0.29 0.000
H -0.09844 1.34307 -3.93326 -0.24 0.37 0.13 0.000
H 0.75890 2.88190 -4.20890 -0.22 0.12 -0.10 0.000
H -3.36302 0.02403 -8.72070 0.00 0.06 -0.01 0.000
H -3.39245 1.00623 -7.18111 -0.19 -0.03 -0.12 0.000
H -2.80666 -0.70324 -7.17700 -0.48 -0.02 0.04 0.000

=====

[2]
89
Properties=species:S:1:pos:R:3:forces:R:3:mulliken_charge:R:1 method="wB97M-V/def2-TZVPD" charge=-1 gap_ha=0.2257 max_force_ev_per_a=1.70 relative_energy_kcal_mol=5.6
C 2.78417 -0.81541 -1.02097 0.16 0.08 -0.36 -0.698
C 2.45614 0.55157 -0.44371 0.22 0.07 0.18 -0.952
P 0.75005 0.70455 0.25517 0.26 -0.48 0.40 0.265
C 0.89301 2.39012 1.04078 -0.35 -0.23 -0.10 -0.602
C 0.86316 2.34774 2.58646 0.02 0.06 -0.57 -1.201
P -0.85598 0.98997 -1.39849 0.46 1.63 0.11 -0.021
N 0.43793 0.86390 -2.66562 -0.25 -0.10 0.05 -0.711
C -2.12058 1.28984 0.01687 -0.03 0.34 0.09 -0.974
N -2.96107 2.47660 -0.23987 0.08 -0.27 -0.05 -0.430
C -2.20603 1.49861 -2.75883 -0.30 -0.51 0.18 -0.551
I -1.60478 3.24330 -3.85470 -0.04 -0.10 0.07 -0.050
C -3.41330 1.05084 -3.08467 0.14 0.58 -0.47 0.167
C -4.32196 1.62257 -4.15151 -0.17 -0.47 0.14 -1.612
I -4.38280 -0.51249 -2.05870 -0.07 -0.12 0.13 -0.043
N -1.22295 -0.77575 -1.59835 0.52 -0.87 0.17 0.631
C -0.98858 -1.36170 -2.91217 -0.07 -0.29 -0.41 -1.260
C -0.91350 -1.71390 -0.60726 0.32 -0.58 -0.31 0.401
C -1.65864 -1.67661 0.71088 -0.23 -0.07 -0.22 -1.172
O -0.17859 -2.67951 -0.83413 -0.69 0.63 0.06 -0.654
H 2.09445 -1.08643 -1.81405 -0.18 -0.02 -0.04 -0.064
H 2.76920 -1.60617 -0.27477 -0.07 -0.02 0.15 0.393
H 3.77952 -0.77502 -1.47238 0.11 -0.14 0.03 0.143
H 2.71117 1.33453 -1.16096 -0.20 0.06 -0.16 0.409
H 3.12152 0.72538 0.40936 -0.02 0.04 0.11 0.537
H 0.05008 2.96829 0.65996 -0.01 0.19 0.00 0.367
H 1.78907 2.88860 0.67513 0.12 0.01 -0.06 0.603
H 1.71576 2.88595 2.99456 0.02 0.06 0.21 0.330
H -0.05496 2.79919 2.95770 -0.03 0.03 0.18 0.255
H 0.89846 1.31422 2.92052 0.04 -0.05 0.20 0.380
H -0.58147 2.43630 -1.29415 -0.16 -0.15 -0.04 0.410
H 0.06504 0.78074 -3.60574 0.03 -0.11 -0.01 0.324
H 0.91131 1.75642 -2.65837 0.09 0.16 0.07 0.336
H -2.74431 0.43022 0.21904 -0.25 0.13 -0.20 0.001
H -1.55278 1.46504 0.93713 0.20 -0.26 0.06 0.649
H -2.36273 3.28961 -0.17166 -0.03 0.18 -0.10 0.303
H -3.65475 2.56057 0.49149 -0.02 0.05 0.11 0.064
H -3.81255 1.63794 -5.11287 0.08 0.21 -0.05 0.383
H -5.21009 1.00810 -4.26844 -0.08 -0.03 0.00 0.458
H -4.64652 2.62452 -3.87935 0.08 0.18 -0.05 0.364
H 0.05807 -1.49225 -3.17362 0.15 0.01 0.13 0.163
H -1.45891 -2.34457 -2.95224 -0.04 -0.04 0.08 0.374
H -1.46013 -0.76193 -3.68681 -0.06 0.19 0.06 0.444
H -2.68414 -1.34957 0.55111 0.00 0.00 0.05 0.206
H -1.17098 -1.02943 1.43069 0.06 0.06 0.09 0.116
H -1.69489 -2.69988 1.07250 0.22 -0.06 0.15 0.464
C -4.56100 2.46412 5.96306 -0.01 0.02 0.04 -1.374
C -5.44770 3.12592 4.91890 -0.02 -0.07 0.09 -0.359
N -5.10869 2.75102 3.56140 -0.03 0.04 -0.09 0.286
C -5.75776 3.57358 2.55655 0.02 0.15 -0.08 -0.165
C -7.28663 3.50996 2.44191 0.00 0.02 -0.07 -1.131
C -5.07737 1.32413 3.28941 0.11 -0.21 0.01 -0.254
C -6.35866 0.51531 3.53833 0.02 -0.04 -0.07 -1.193
H -3.50886 2.67266 5.76660 0.01 -0.03 -0.04 0.305
H -4.80846 2.85220 6.95257 0.00 0.01 0.00 0.435
H -4.69900 1.38314 5.99402 0.01 -0.01 0.00 0.285
H -5.32168 4.20924 4.99971 -0.05 0.02 -0.07 0.430
H -6.50170 2.91681 5.16865 0.01 0.02 0.03 0.263
H -5.32088 3.33338 1.58406 -0.02 -0.05 0.02 -0.165
H -5.47241 4.61159 2.75579 0.01 -0.01 0.07 0.438
H -7.62229 2.59444 1.95763 0.00 -0.04 0.05 0.241
H -7.64061 4.34363 1.83197 0.01 0.00 -0.01 0.432
H -7.77526 3.58725 3.41420 0.02 -0.01 0.02 0.273
H -4.27478 0.88419 3.88522 0.00 0.05 0.04 0.388
H -4.75905 1.18560 2.25336 -0.04 0.06 -0.04 -0.093
H -6.83861 0.78609 4.48058 0.01 0.01 0.01 0.262
H -6.11488 -0.54756 3.58893 0.02 0.00 -0.01 0.409
H -7.08511 0.63859 2.73664 -0.04 0.05 0.04 0.300
C 5.01563 -4.42896 -0.98240 0.00 -0.04 0.01 -1.447
C 6.38014 -4.77341 -1.55855 -0.08 0.02 0.13 -0.321
N 6.84407 -3.80903 -2.53862 0.10 -0.02 -0.06 0.128
C 8.01133 -4.25130 -3.27465 0.04 -0.08 -0.12 -0.712
C 9.32525 -4.45153 -2.50567 0.06 0.01 -0.08 -0.979
C 6.85021 -2.42317 -2.10234 -0.13 0.18 0.07 -0.522
C 7.68542 -2.05994 -0.86615 0.04 0.07 -0.06 -1.049
H 4.27424 -4.31342 -1.77290 0.00 0.05 -0.01 0.340
H 4.68305 -5.22822 -0.31892 0.00 -0.01 0.00 0.470
H 5.03769 -3.50985 -0.39720 -0.03 0.01 0.00 0.267
H 6.31166 -5.74284 -2.06052 0.07 0.00 -0.04 0.443
H 7.09035 -4.90554 -0.72490 0.00 -0.02 0.00 0.231
H 8.18448 -3.54783 -4.09402 -0.02 0.06 0.03 0.355
H 7.75017 -5.20010 -3.75476 -0.04 -0.02 0.06 0.416
H 9.80031 -3.50445 -2.25386 -0.03 0.01 0.06 0.223
H 10.03032 -5.01055 -3.12544 -0.01 0.00 -0.01 0.400
H 9.17878 -5.01947 -1.58662 -0.03 0.01 0.01 0.275
H 5.81696 -2.12653 -1.91324 -0.01 -0.06 0.02 0.188
H 7.16742 -1.80660 -2.94705 0.06 -0.06 -0.04 0.369
H 7.56262 -2.78706 -0.06236 -0.02 -0.02 0.00 0.247
H 7.36305 -1.09116 -0.48027 -0.02 0.00 0.00 0.406
H 8.74806 -1.97899 -1.09396 0.02 -0.07 0.03 0.313